An isolated ion of composition C4H8N2 and charge +2 at a distorted geometry. Source: the Open Molecules 2025 dataset; level of theory: wB97M-V/def2-TZVPD.

Calculated values
Structure (SMILES): CC(=[NH2+])[N+]1=CC1
Energy relative to the best compared isomer or geometry (same formula, charge and spin) in kJ/mol: 216.0
Calculated total energy in hartree: -265.8922
Kohn-Sham gap in eV: 11.04
E_LUMO in Eh: -0.3963
2S+1: 1
Net charge: +2
HOMO in eV: -21.8

```
14
Properties=species:S:1:pos:R:3:lowdin_charge:R:1
C 1.408 -0.450 1.035 0.0236
C 0.723 0.114 -0.081 -0.2495
N 1.337 0.468 -1.192 0.3118
N -0.659 0.041 -0.186 0.1780
C -1.740 -0.602 -0.401 0.1275
C -2.260 0.620 0.051 0.2906
H 1.679 -1.600 1.177 0.1987
H 2.463 -0.039 1.096 0.1405
H 0.961 -0.236 2.044 0.1363
H 2.380 0.589 -1.259 0.2109
H 0.703 0.696 -1.997 0.1945
H -2.098 -1.521 -0.668 0.1563
H -2.343 1.360 -0.685 0.1350
H -2.555 0.562 1.067 0.1459
```

---

C35H51N4O4RuS3Si as an isolated structure. Source: the Open Molecules 2025 dataset; level of theory: wB97M-V/def2-TZVPD.

Calculated values
Energy relative to the best compared isomer or geometry (same formula, charge and spin) in kJ/mol: 0.0
Calculated total energy in hartree: -3462.9649
Kohn-Sham gap (alpha / beta) in eV: 7.61 / 7.43
E_LUMO (alpha / beta) in Eh: -0.2044 / -0.2432
2S+1: 6
Net charge: +2
HOMO (alpha / beta) in eV: -13.2 / -14.0

```
99
Properties=species:S:1:pos:R:3:mulliken_spin:R:1
Ru 0.171 -0.741 -0.050 3.6307
C -3.353 -3.729 0.260 -0.0049
C -2.332 -2.898 -0.220 0.0097
N -1.691 -2.050 0.560 0.1290
C -2.012 -1.986 1.869 -0.0295
C -3.035 -2.747 2.431 0.0065
C -3.708 -3.646 1.582 0.0049
C -3.358 -2.585 3.826 -0.0015
C -2.683 -1.705 4.592 0.0025
C -1.600 -0.929 4.044 -0.0009
C -0.838 -0.024 4.808 0.0162
C 0.207 0.649 4.228 -0.0031
C 0.503 0.409 2.884 0.0333
N -0.207 -0.431 2.145 -0.0347
C -1.255 -1.084 2.703 0.0446
H -3.843 -4.419 -0.412 0.0004
H -2.034 -2.916 -1.263 0.0029
H -4.499 -4.269 1.983 0.0000
H -4.154 -3.185 4.247 0.0000
H -2.931 -1.580 5.639 0.0002
H -1.080 0.125 5.853 0.0000
H 0.814 1.343 4.794 0.0009
H 1.339 0.892 2.393 0.0134
C 3.630 -6.464 -2.263 0.0029
C 2.229 -5.874 -2.325 -0.0095
C 1.178 -6.921 -2.019 -0.0014
C 1.967 -5.196 -3.661 0.0119
O 2.099 -4.878 -1.262 0.0804
Si 2.774 -3.453 -0.989 -0.0640
S 1.213 -1.974 -1.599 0.6509
O 4.041 -3.159 -1.925 0.0093
C 5.184 -2.265 -1.869 -0.0143
C 5.874 -2.408 -3.211 -0.0009
C 4.684 -0.843 -1.655 0.0425
C 6.091 -2.704 -0.730 0.0044
O 3.059 -3.145 0.569 0.0271
C 2.625 -3.691 1.839 0.0172
C 3.466 -4.921 2.126 0.0027
C 2.882 -2.590 2.854 0.0078
C 1.143 -4.033 1.779 -0.0362
H 3.724 -7.282 -2.977 -0.0005
H 3.831 -6.855 -1.264 -0.0001
H 4.378 -5.708 -2.504 -0.0001
H 1.217 -7.718 -2.763 0.0001
H 0.180 -6.479 -2.040 0.0003
H 1.349 -7.360 -1.035 -0.0003
H 2.063 -5.920 -4.471 0.0000
H 2.686 -4.393 -3.836 -0.0002
H 0.958 -4.780 -3.688 -0.0015
H 5.192 -2.146 -4.021 0.0003
H 6.209 -3.435 -3.357 -0.0001
H 6.744 -1.751 -3.260 0.0002
H 4.012 -0.549 -2.466 -0.0051
H 5.537 -0.162 -1.637 0.0021
H 4.151 -0.761 -0.702 -0.0052
H 6.377 -3.749 -0.859 -0.0005
H 5.589 -2.595 0.232 -0.0004
H 6.998 -2.099 -0.722 -0.0002
H 4.525 -4.664 2.115 -0.0002
H 3.285 -5.688 1.370 -0.0005
H 3.219 -5.336 3.105 0.0001
H 3.945 -2.351 2.898 0.0011
H 2.551 -2.897 3.847 -0.0003
H 2.340 -1.687 2.564 0.0132
H 0.939 -4.774 1.003 0.0076
H 0.553 -3.137 1.561 0.0542
H 0.819 -4.435 2.740 0.0006
C 3.510 2.539 -0.958 0.0022
S 1.871 1.894 -1.206 0.0025
O 1.597 1.088 0.062 0.0995
C 0.947 3.403 -1.003 -0.0051
C 0.431 4.031 -2.125 0.0054
C -0.316 5.192 -1.960 -0.0012
C -0.544 5.698 -0.688 0.0009
C -0.013 5.059 0.430 -0.0005
C 0.735 3.900 0.277 -0.0013
H 3.547 3.036 0.010 -0.0002
H 3.708 3.243 -1.765 0.0013
H 4.209 1.705 -1.001 0.0009
H 0.604 3.623 -3.114 0.0019
H -0.719 5.698 -2.827 0.0000
H -1.133 6.597 -0.566 0.0000
H -0.165 5.477 1.416 0.0000
H 1.163 3.392 1.133 0.0014
S -1.314 0.514 -1.615 0.2114
C -2.483 1.097 -0.459 0.0351
N -3.683 0.542 -0.398 0.0124
C -4.778 1.034 0.453 -0.0005
C -4.547 2.503 0.762 0.0023
C -3.139 2.686 1.299 -0.0022
N -2.184 2.104 0.349 0.0147
H -3.862 -0.191 -1.067 -0.0018
H -4.816 0.445 1.371 0.0007
H -5.711 0.884 -0.084 0.0003
H -5.275 2.849 1.494 0.0002
H -4.675 3.095 -0.146 -0.0004
H -3.031 2.195 2.269 0.0015
H -2.890 3.737 1.423 0.0000
H -1.293 2.558 0.187 0.0028
```

---

Please write out number 1 again, unchanged.
An isolated ion of composition C4H8N2 and charge +2 at a distorted geometry. Source: the Open Molecules 2025 dataset; level of theory: wB97M-V/def2-TZVPD.

Calculated values
Structure (SMILES): CC(=[NH2+])[N+]1=CC1
Energy relative to the best compared isomer or geometry (same formula, charge and spin) in kJ/mol: 216.0
Calculated total energy in hartree: -265.8922
Kohn-Sham gap in eV: 11.04
E_LUMO in Eh: -0.3963
2S+1: 1
Net charge: +2
HOMO in eV: -21.8

```
14
Properties=species:S:1:pos:R:3:lowdin_charge:R:1
C 1.408 -0.450 1.035 0.0236
C 0.723 0.114 -0.081 -0.2495
N 1.337 0.468 -1.192 0.3118
N -0.659 0.041 -0.186 0.1780
C -1.740 -0.602 -0.401 0.1275
C -2.260 0.620 0.051 0.2906
H 1.679 -1.600 1.177 0.1987
H 2.463 -0.039 1.096 0.1405
H 0.961 -0.236 2.044 0.1363
H 2.380 0.589 -1.259 0.2109
H 0.703 0.696 -1.997 0.1945
H -2.098 -1.521 -0.668 0.1563
H -2.343 1.360 -0.685 0.1350
H -2.555 0.562 1.067 0.1459
```

---

- Among the records above, which one has the highest 2S+1?
  C35H51N4O4RuS3Si